The following is a DFT calculation (wB97M-V/def2-TZVPD) of the molecule C5H10O in a non-equilibrium geometry.

Calculated values
Total charge ... 0
Strongest force on any atom ... 1.57 eV/Å
Energy ... -7389.77083 eV
Kohn-Sham gap ... 7.482 eV
E_HOMO ... -6.61 eV
Relative energy (zero: lowest compared OMol25 entry of this formula, charge and spin) ... 4.9945 eV

The geometry in XYZ format:
```
16
C5H10O | the OMol25 dataset | wB97M-V/def2-TZVPD
C 1.33 0.08 0.07
C 0.48 -0.99 0.70
C -1.32 0.09 1.63
O -0.93 -0.57 0.23
C -0.83 0.32 -0.96
C 0.66 0.33 -1.28
H 2.36 -0.27 -0.02
H 1.32 0.98 0.69
H 0.56 -1.98 0.27
H 0.63 -1.06 1.79
H -1.18 1.15 1.38
H -2.39 -0.12 1.70
H -1.21 1.31 -0.67
H -1.44 -0.04 -1.79
H 0.98 1.27 -1.74
H 0.90 -0.49 -1.96
```